{"formula": "C9H17F3O5S", "method": "ωB97M-V/def2-TZVPD", "spin_multiplicity": 1, "gap_ev": 9.6, "smiles": "COCCOCS(=O)(=O)C(F)(F)F.C1CCOC1", "homo_ev": -9.18, "max_force_ev_per_a": 0.329, "elements": ["C", "O", "C", "C", "O", "C", "S", "O", "O", "C", "F", "F", "F", "H", "H", "H", "H", "H", "H", "H", "H", "H", "C", "C", "C", "O", "C", "H", "H", "H", "H", "H", "H", "H", "H"], "xyz": [[-2.295, 4.419, -2.764], [-2.011, 3.753, -3.976], [-1.069, 2.714, -3.838], [-1.747, 1.415, -3.410], [-0.848, 0.606, -2.649], [-1.387, 0.036, -1.511], [-0.116, -0.344, -0.262], [-0.618, 0.106, 1.003], [0.340, -1.683, -0.476], [1.387, 0.753, -0.601], [1.076, 1.932, -1.131], [2.230, 0.124, -1.402], [1.967, 0.960, 0.576], [-2.939, 5.262, -3.000], [-1.375, 4.789, -2.297], [-2.814, 3.770, -2.048], [-0.302, 2.966, -3.098], [-0.586, 2.603, -4.809], [-2.636, 1.662, -2.821], [-2.075, 0.832, -4.274], [-1.818, -0.955, -1.701], [-2.108, 0.672, -0.992], [1.234, -1.771, 3.388], [1.950, -2.803, 2.518], [2.375, -3.833, 3.557], [1.375, -3.807, 4.577], [0.533, -2.666, 4.401], [0.541, -1.140, 2.834], [1.962, -1.129, 3.889], [1.253, -3.241, 1.802], [2.794, -2.396, 1.962], [3.344, -3.576, 3.998], [2.437, -4.847, 3.158], [-0.443, -2.994, 4.027], [0.387, -2.189, 5.371]], "mulliken_charge": [-0.653, -0.391, -0.193, -0.498, -0.237, -0.654, 1.210, -0.668, -0.621, 0.663, -0.204, -0.225, -0.210, 0.261, 0.294, 0.255, 0.206, 0.288, 0.375, 0.212, 0.314, 0.450, -0.219, -0.409, -0.458, -0.397, -0.468, 0.102, 0.243, 0.183, 0.368, 0.259, 0.280, 0.265, 0.278]}

---

{"formula": "C9H17N2", "method": "ωB97M-V/def2-TZVPD", "spin_multiplicity": 1, "gap_ev": 9.1, "homo_ev": -12.16, "total_charge": 1, "e_above_lowest_ev": 4.262, "max_force_ev_per_a": 4.392, "elements": ["C", "C", "C", "C", "C", "C", "C", "C", "C", "N", "N", "H", "H", "H", "H", "H", "H", "H", "H", "H", "H", "H", "H", "H", "H", "H", "H", "H"], "xyz": [[1.583, -3.252, 0.473], [0.595, 0.793, -0.038], [2.006, 0.900, -0.188], [2.734, 1.899, 0.605], [2.641, 0.186, -1.110], [-2.239, 1.234, -0.197], [-2.264, -1.052, -0.961], [-1.703, -0.462, 1.359], [-0.262, -0.102, -0.537], [0.761, -2.707, -0.126], [-1.620, -0.086, -0.090], [0.199, 1.520, 0.622], [3.211, 2.748, 0.114], [2.036, 2.285, 1.308], [3.575, 1.402, 1.178], [2.205, -0.680, -1.610], [3.622, 0.518, -1.305], [2.395, -3.808, 0.932], [-3.345, 1.303, -0.062], [-1.821, 1.817, 0.525], [-1.912, 1.693, -1.189], [-3.416, -1.016, -0.830], [-2.162, -0.783, -2.111], [-1.778, -1.988, -0.747], [-2.694, -0.334, 1.798], [-1.282, -1.468, 1.559], [-1.228, 0.413, 1.757], [0.164, -0.974, -1.128]], "mulliken_charge": [-0.020, 0.299, 0.713, -1.432, -1.163, -0.896, -0.933, -0.698, -0.528, -0.346, 0.214, 0.099, 0.355, 0.375, 0.312, 0.301, 0.346, 0.345, 0.330, 0.464, 0.356, 0.331, 0.340, 0.458, 0.355, 0.296, 0.362, 0.368]}

---

{"formula": "C9H17N2O", "method": "ωB97M-V/def2-TZVPD", "spin_multiplicity": 1, "gap_ev": [6.9, 7.8], "homo_ev": [-10.43, -11.36], "total_charge": 1, "e_above_lowest_ev": 4.221, "max_force_ev_per_a": 4.690, "elements": ["C", "C", "C", "C", "C", "C", "C", "C", "C", "N", "N", "O", "H", "H", "H", "H", "H", "H", "H", "H", "H", "H", "H", "H", "H", "H", "H", "H", "H"], "xyz": [[1.825, -2.518, 1.020], [1.278, -2.349, -0.247], [0.774, -2.400, 1.924], [-0.094, -2.015, -0.048], [1.501, 2.397, -0.953], [0.541, 1.552, 1.262], [-1.121, -1.479, -0.881], [0.628, 1.281, -0.280], [-0.593, 1.051, -1.080], [-2.367, -1.074, -0.342], [-1.816, 1.425, -0.381], [-0.357, -2.093, 1.287], [2.842, -2.753, 1.136], [1.629, -2.351, -1.282], [0.936, -2.524, 2.959], [1.325, 3.299, -0.489], [1.262, 2.490, -1.954], [2.602, 2.014, -0.942], [0.053, 0.630, 1.696], [1.493, 1.594, 1.732], [-0.003, 2.534, 1.377], [-1.226, -1.549, -1.907], [1.104, 0.239, -0.504], [-0.552, 0.812, -2.171], [-3.072, -1.465, -0.912], [-2.298, -1.172, 0.685], [-2.452, 0.576, -0.580], [-2.317, 2.258, -0.696], [-1.523, 1.591, 0.572]], "mulliken_charge": [-0.301, -0.569, -0.707, 0.550, -1.458, -1.618, -0.532, 1.458, -1.027, -0.530, -0.083, -0.415, 0.530, 0.473, 0.521, 0.407, 0.450, 0.330, 0.380, 0.370, 0.464, 0.640, -0.287, 0.394, 0.260, 0.265, 0.371, 0.356, 0.308]}

---

{"formula": "C9H17N2O2", "method": "ωB97M-V/def2-TZVPD", "spin_multiplicity": 1, "gap_ev": [7.7, 7.7], "homo_ev": [-11.85, -11.85], "total_charge": 1, "e_above_lowest_ev": 6.014, "max_force_ev_per_a": 4.886, "elements": ["C", "C", "C", "C", "C", "C", "C", "C", "C", "N", "N", "O", "O", "H", "H", "H", "H", "H", "H", "H", "H", "H", "H", "H", "H", "H", "H", "H", "H", "H"], "xyz": [[-1.401, 0.688, 1.692], [-2.818, -1.294, 0.988], [-0.920, -0.579, -0.155], [1.807, -2.694, -1.812], [1.895, 3.060, 0.223], [0.095, -1.035, -1.163], [0.970, -2.223, -0.632], [0.573, 2.374, -0.145], [0.773, 0.983, 0.541], [-0.569, 0.371, 0.700], [-4.119, -1.183, 0.862], [-1.986, -1.305, -0.036], [-0.918, 1.473, 2.676], [2.630, -2.013, -2.126], [2.173, -3.603, -1.544], [1.147, -2.860, -2.589], [2.045, 3.895, -0.502], [2.715, 2.278, 0.085], [1.880, 3.598, 1.140], [-0.593, -1.222, -2.016], [0.778, -0.275, -1.614], [1.597, -1.885, 0.090], [0.402, -3.018, -0.225], [-0.179, 2.808, 0.328], [0.281, 2.095, -1.121], [1.019, 1.242, 1.546], [1.539, 0.570, -0.045], [-4.807, -1.274, 1.577], [-4.408, -0.793, -0.016], [-1.598, 1.821, 3.292]], "mulliken_charge": [-0.438, -0.246, 0.877, -1.368, -1.075, -0.959, -0.361, -0.358, -1.517, 0.333, -0.141, -0.176, -0.346, 0.328, 0.453, 0.393, 0.346, 0.326, 0.345, 0.514, 0.365, 0.440, 0.410, 0.421, 0.335, 0.580, 0.585, 0.273, 0.222, 0.437]}

---

{"formula": "C9H17N2O4SbSe5V", "method": "ωB97M-V/def2-TZVPD", "spin_multiplicity": 4, "gap_ev": [6.8, 5.7], "homo_ev": [-7.80, -7.77], "e_above_lowest_ev": 0.309, "max_force_ev_per_a": 1.626, "elements": ["V", "C", "C", "C", "C", "C", "C", "C", "H", "H", "H", "H", "H", "H", "H", "H", "O", "Se", "O", "O", "O", "N", "C", "C", "N", "H", "H", "H", "H", "H", "H", "H", "H", "H", "Se", "Sb", "Se", "Se", "Se"], "xyz": [[-0.317, -0.481, -0.845], [-2.210, 0.842, -4.055], [-2.448, -0.132, -2.942], [-1.656, -1.269, -2.777], [-1.860, -2.132, -1.683], [-2.836, -1.841, -0.737], [-3.677, -0.748, -0.943], [-3.493, 0.081, -2.033], [-1.559, 0.425, -4.822], [-1.742, 1.744, -3.653], [-3.153, 1.142, -4.511], [-0.894, -1.511, -3.509], [-1.247, -3.022, -1.585], [-2.949, -2.469, 0.135], [-4.452, -0.519, -0.225], [-4.134, 0.945, -2.158], [1.871, -3.595, -0.433], [1.850, -2.011, -0.297], [0.499, -1.451, 0.606], [1.328, -1.217, -1.683], [3.212, -1.355, 0.291], [3.596, -0.695, 2.804], [3.913, 0.756, 2.887], [2.698, 1.497, 2.319], [1.469, 1.003, 2.845], [4.289, -1.290, 3.249], [3.466, -0.984, 1.791], [2.680, -0.811, 3.256], [4.825, 0.947, 2.326], [4.068, 1.002, 3.937], [2.688, 1.393, 1.231], [2.815, 2.562, 2.533], [1.078, 1.370, 3.690], [0.903, 0.353, 2.327], [-1.140, 3.444, 2.572], [-1.908, 2.403, 0.468], [-2.133, 0.213, 1.509], [-3.508, 3.571, -0.839], [0.069, 1.839, -1.046]], "mulliken_charge": [1.376, -1.475, 1.201, -0.827, -0.795, -0.245, -0.548, -0.449, 0.379, 0.240, 0.428, 0.385, 0.529, 0.501, 0.399, 0.539, -0.666, 1.273, -0.699, -0.732, -0.772, -0.104, -0.705, -0.344, -0.257, 0.359, 0.157, 0.399, 0.337, 0.386, 0.218, 0.382, 0.127, 0.024, -0.328, 1.084, -0.606, -0.539, -0.632]}

---

{"formula": "C9H17N3O", "method": "ωB97M-V/def2-TZVPD", "spin_multiplicity": 1, "gap_ev": 9.5, "smiles": "CCN(C)C(C)=O.Cc1c[nH]cn1", "homo_ev": -8.79, "e_above_lowest_ev": 0.000, "max_force_ev_per_a": 1.616, "elements": ["C", "C", "N", "C", "C", "C", "O", "H", "H", "H", "H", "H", "H", "H", "H", "H", "H", "H", "C", "C", "C", "N", "C", "N", "H", "H", "H", "H", "H", "H"], "xyz": [[-0.601, 2.794, -0.275], [0.088, 1.519, -0.714], [1.422, 1.446, -0.081], [1.378, 0.874, 1.236], [2.594, 1.162, -0.769], [2.706, 1.702, -2.170], [3.520, 0.603, -0.213], [-0.236, 3.121, 0.700], [-1.689, 2.721, -0.162], [-0.456, 3.636, -0.952], [-0.455, 0.596, -0.509], [0.327, 1.501, -1.771], [2.212, 1.126, 1.881], [0.537, 1.332, 1.772], [1.170, -0.178, 1.150], [1.788, 2.078, -2.596], [3.457, 2.485, -2.118], [3.116, 0.996, -2.889], [-0.975, -1.870, 2.359], [-1.489, -2.233, 1.002], [-2.626, -2.953, 0.762], [-2.697, -3.105, -0.601], [-1.600, -2.520, -1.123], [-0.845, -1.999, -0.190], [-1.068, -2.712, 3.039], [-1.513, -1.005, 2.754], [0.074, -1.599, 2.311], [-3.416, -3.329, 1.393], [-3.402, -3.642, -1.061], [-1.318, -2.547, -2.164]], "mulliken_charge": [-1.161, 0.021, 0.107, -1.093, 0.593, -0.981, -0.627, 0.318, 0.381, 0.292, -0.148, 0.365, 0.383, 0.350, 0.295, 0.329, 0.257, 0.287, -1.164, 0.651, -0.590, -0.063, -0.315, -0.418, 0.380, 0.244, 0.302, 0.400, 0.166, 0.440]}